(1)
# C18H40N5OsP3S

A molecular structure, C18H40N5OsP3S at a distorted geometry (ωB97M-V with the def2-TZVPD basis set, the OMol25 dataset).

Output
Spin multiplicity   5
LUMO (alpha / beta)   -11.90 / -15.13 eV
<S²>   6.034
Charge   +4
HOMO-LUMO gap (alpha / beta)   8.40 / 5.89 eV
HOMO energy (alpha / beta)   -20.30 / -21.02 eV

Each line ends with the Mulliken charge.
Cartesian coordinates (Å):
1 H -3.048 4.585 2.672  0.4928
2 C -3.874 2.679 -0.030  0.8011
3 H -2.320 -1.346 0.631  0.6630
4 P -0.036 -1.974 -2.032  0.9974
5 H 0.848 -0.728 3.032  0.2057
6 S -4.587 1.146 -0.473  0.1067
7 H 4.656 -0.833 -1.858  0.5676
8 H 2.901 -2.660 1.520  0.3345
9 H -0.876 -4.035 0.152  0.3375
10 H 3.241 -1.426 -2.760  0.4629
11 H -3.552 3.225 -2.088  0.4851
12 H -1.773 -3.150 1.416  0.3729
13 H -1.727 -3.718 -1.828  0.4415
14 H -0.653 -1.658 3.274  0.4137
15 H -0.594 -4.412 1.881  0.5375
16 H -4.105 2.391 2.092  0.4288
17 C 0.113 2.475 0.671  -0.6309
18 H 4.318 0.771 0.639  0.5334
19 H 3.798 -2.288 -1.286  0.4461
20 H 0.852 -4.202 -1.598  0.4071
21 N 0.865 2.771 3.925  -0.5885
22 N 0.544 1.221 0.918  0.4052
23 C -1.681 -0.462 0.545  -0.8391
24 C 0.402 -1.731 2.983  -1.0928
25 H 4.167 -0.976 1.006  0.4611
26 H -4.667 0.624 0.700  0.2289
27 P 0.505 -2.361 1.279  0.6105
28 H 0.797 -3.825 -3.336  0.5043
29 H -1.582 1.250 -0.858  -0.2601
30 C 3.669 -1.306 -1.758  -1.7738
31 P 2.595 -0.232 -0.720  1.3393
32 C 2.814 1.397 -1.542  -1.3633
33 H 0.262 0.166 -3.196  0.2775
34 H 1.154 -1.140 -4.016  0.4032
35 H -2.145 -0.274 -1.596  0.8276
36 H 3.240 2.107 -0.820  0.4304
37 H -0.351 2.826 -0.253  0.6829
38 C 0.222 -0.889 -3.495  -1.0603
39 H 3.492 1.296 -2.401  0.4983
40 H 2.974 0.198 1.664  0.3404
41 C 2.065 -3.294 1.199  -1.2042
42 N 1.091 1.234 2.167  -0.4372
43 H 1.844 1.771 -1.893  0.2500
44 C -1.684 -2.737 -2.312  -1.2857
45 H 1.973 -4.153 1.880  0.5719
46 H -2.544 5.439 -1.528  0.4699
47 H 1.585 2.247 4.411  0.2945
48 H 0.910 3.774 4.062  0.3328
49 C -2.876 4.774 -0.732  -0.5411
50 C -3.740 3.063 1.317  -0.3415
51 H 2.251 -3.656 0.180  0.2794
52 C -3.160 4.290 1.625  -0.7076
53 H -2.511 -2.134 -1.929  0.3354
54 H -1.801 0.219 1.401  0.3512
55 Os 0.110 -0.554 -0.191  0.5840
56 N 0.950 2.498 2.576  0.6623
57 H -2.265 6.111 0.857  0.4720
58 H 0.934 -2.415 3.657  0.5057
59 H -1.821 -2.868 -3.393  0.5322
60 H 2.100 -3.156 -2.329  0.3005
61 C -1.562 0.166 -0.791  -0.8424
62 H -0.618 -1.020 -4.187  0.4439
63 C -2.731 5.153 0.612  -0.3840
64 C -3.434 3.540 -1.049  -0.4959
65 C -0.816 -3.615 1.162  -1.1945
66 C 1.039 -3.421 -2.344  -1.3582
67 N 0.246 3.293 1.710  -0.6255
68 C 3.609 -0.052 0.804  -1.4042

Cartesian forces, eV/Å:
-0.12 -0.09 -0.37
-0.67 -1.34 0.01
0.26 0.15 -0.10
-0.24 -1.30 -2.68
-0.07 -0.55 0.20
0.35 2.01 -1.59
-0.30 0.01 0.16
-0.23 -0.23 -0.03
0.04 -0.04 0.30
0.20 0.04 0.18
0.02 0.25 0.19
0.15 -0.26 0.02
0.01 0.16 -0.15
0.19 -0.06 -0.01
-0.08 0.08 -0.13
0.08 0.29 0.02
-0.54 0.77 0.23
-0.10 -0.33 0.05
0.04 0.19 -0.15
0.02 0.08 -0.18
0.59 -0.15 -0.65
0.79 1.22 1.21
-3.38 0.80 1.02
-0.03 0.43 -0.02
-0.11 0.30 -0.05
-0.25 -0.51 1.72
0.09 -1.93 1.37
-0.11 0.21 0.19
0.12 0.03 -0.11
-0.45 -0.29 0.05
1.61 0.30 -0.11
-0.54 0.13 0.00
-0.01 -0.20 -0.17
-0.19 -0.03 0.14
0.05 0.08 0.08
-0.15 -0.13 -0.28
0.23 -0.27 0.36
0.02 0.33 0.12
-0.20 0.04 0.27
0.41 -0.16 -0.22
0.04 0.15 -0.27
-0.61 2.12 -0.53
0.31 0.11 -0.06
-0.17 0.06 0.48
0.07 0.21 -0.16
-0.14 -0.15 0.18
0.13 0.14 0.30
0.20 0.19 0.14
-0.20 -0.68 -0.69
0.38 0.69 0.94
0.00 0.01 0.32
-0.47 -0.90 0.74
0.08 -0.15 -0.12
0.03 -0.37 -0.22
6.95 -0.48 0.13
-2.59 -1.44 -0.94
-0.24 -0.26 -0.04
-0.14 0.09 -0.15
0.15 -0.01 0.18
-0.28 -0.11 -0.02
-3.54 1.03 -0.73
0.20 0.00 0.10
0.17 0.17 -0.17
0.37 0.94 -0.90
0.13 0.20 -0.13
0.25 0.09 0.55
1.70 -1.55 0.08
-0.24 -0.09 0.12

***

(2)
# C5H12N2O

3 unconnected molecules or ions with the total composition C5H12N2O (ωB97M-V with the def2-TZVPD basis set, the OMol25 dataset).

Output
LUMO   0.64 eV
Charge   0
HOMO-LUMO gap   9.33 eV
HOMO energy   -8.69 eV

Each line ends with the Mulliken charge.
Cartesian coordinates (Å):
1 H 2.514 0.975 -0.790  0.2731
2 H 0.765 -0.618 2.047  0.1921
3 H 1.305 0.838 2.905  0.2996
4 H -0.315 0.176 3.197  0.2300
5 C 0.051 -1.776 -1.950  -0.8752
6 C 0.434 0.368 2.415  -0.6405
7 H 0.002 2.551 1.060  0.5129
8 H -0.295 -1.337 -2.881  0.2957
9 H -0.229 -2.071 0.094  0.2229
10 C -0.612 -1.598 -0.808  0.1162
11 O -0.094 1.136 1.377  -0.6950
12 H 0.939 -2.394 -2.003  0.3154
13 H -1.661 0.011 0.106  0.1707
14 H 1.038 0.199 -1.183  0.2488
15 H -2.663 -1.398 -0.241  0.3209
16 N 1.526 1.074 -0.983  -0.4177
17 H -2.177 -0.330 -1.570  0.2717
18 C -1.849 -0.778 -0.630  -0.8196
19 C 0.873 1.954 -0.255  0.5181
20 N 0.448 3.019 0.092  -0.5402

Cartesian forces, eV/Å:
-0.08 0.04 0.04
-0.01 0.06 0.02
-0.08 -0.02 -0.05
0.06 0.02 -0.06
-0.11 0.01 0.12
-0.02 0.02 -0.01
0.06 -0.17 0.01
-0.02 0.01 0.03
0.01 -0.01 -0.04
0.11 0.01 -0.12
0.16 0.06 -0.07
-0.02 0.01 0.04
-0.01 -0.05 -0.05
0.00 0.08 0.03
0.06 0.03 -0.03
0.03 -0.17 0.00
0.03 -0.03 0.03
-0.06 0.02 -0.01
-0.22 0.41 0.27
0.13 -0.32 -0.16

***

(3)
# C20H15FeN5O6S

A molecular structure, C20H15FeN5O6S (ωB97M-V with the def2-TZVPD basis set, the OMol25 dataset).

Output
Spin multiplicity   2
LUMO (alpha / beta)   -4.08 / -4.09 eV
<S²>   0.792
Charge   +1
HOMO-LUMO gap (alpha / beta)   7.34 / 7.33 eV
HOMO energy (alpha / beta)   -11.42 / -11.42 eV

Each line ends with the Mulliken charge.
Cartesian coordinates (Å):
1 O 0.266 0.633 1.567  -0.3925
2 O -0.454 0.993 -4.054  -0.4413
3 H -1.258 3.395 -3.276  0.5898
4 N 2.626 -1.360 -0.366  1.1419
5 H -0.208 0.201 -4.560  0.4126
6 C -1.135 -1.931 1.755  0.2156
7 H -1.407 -3.911 5.058  0.4034
8 H 0.747 -2.941 4.356  0.4134
9 C -0.562 2.453 0.356  0.7507
10 C -0.006 -2.098 2.553  -0.3795
11 H 6.927 -2.902 -0.277  0.3898
12 H 6.166 -5.252 -0.224  0.3964
13 O -0.115 -0.353 -2.291  -0.5543
14 C 4.086 -4.745 -0.254  -0.6527
15 H -1.010 4.463 0.905  0.5498
16 H -2.082 -0.754 -1.855  0.1774
17 C -2.344 -2.490 2.166  0.4978
18 C -2.472 -3.203 3.351  -0.5696
19 C -0.405 0.737 -2.769  0.1366
20 C 4.951 -2.096 -0.320  -0.3093
21 C -0.702 1.879 -1.876  0.8095
22 O 1.960 0.647 -0.613  -0.1879
23 H -1.549 5.104 -1.470  0.4678
24 S -3.585 -2.164 0.991  -0.2864
25 H 0.941 -1.670 2.272  0.2654
26 C -1.344 -3.360 4.130  -0.5250
27 C -1.092 3.151 -2.237  -0.7364
28 N -1.220 -1.230 0.529  0.5608
29 H -3.721 -0.989 -1.487  0.2991
30 C 5.870 -3.130 -0.286  -0.5812
31 Fe 0.334 -0.136 -0.091  -0.0683
32 N -0.489 1.549 -0.603  0.5861
33 H -3.422 -3.624 3.650  0.4087
34 O -0.068 2.548 2.688  -0.6181
35 C -2.428 -1.309 0.037  0.5160
36 N -2.802 -0.747 -1.151  -0.3897
37 C -0.091 1.898 1.683  0.1371
38 H 3.751 -5.773 -0.224  0.3805
39 C 3.601 -2.419 -0.327  0.5035
40 C -1.240 4.098 -1.223  -0.3555
41 H 5.269 -1.064 -0.335  0.4782
42 C 3.145 -3.725 -0.290  -0.3723
43 C 5.440 -4.451 -0.254  -0.4741
44 O 1.352 -1.676 -0.142  -0.7129
45 C -0.956 3.757 0.088  -0.8346
46 H 2.087 -3.935 -0.284  0.4360
47 C -0.124 -2.812 3.729  -0.9191
48 N 2.954 -0.178 -0.645  -0.5629

Cartesian forces, eV/Å:
0.24 0.05 0.36
-0.06 -0.06 0.02
-0.01 0.02 0.01
0.00 0.13 -0.11
0.01 0.00 0.00
-0.05 0.00 0.00
0.00 0.00 0.00
0.00 0.00 0.00
0.01 -0.01 0.08
-0.01 0.01 0.00
0.00 0.00 0.00
0.00 0.00 0.00
-0.06 -0.06 -0.02
-0.03 -0.01 0.00
-0.01 0.01 -0.01
-0.07 -0.09 -0.01
0.05 0.01 0.02
-0.01 0.01 -0.02
0.17 0.12 -0.05
-0.03 -0.06 0.00
-0.08 0.04 0.00
0.05 0.03 -0.12
0.00 0.00 0.01
-0.01 0.00 -0.02
0.00 0.01 0.00
0.01 -0.01 0.02
0.01 -0.02 -0.02
-0.11 -0.17 0.09
0.03 0.00 -0.01
-0.01 0.01 0.00
-0.50 0.11 -0.60
0.15 0.05 0.07
0.00 0.00 0.00
-0.03 0.07 0.00
-0.05 0.09 -0.18
0.02 -0.02 0.17
-0.02 -0.16 -0.07
0.01 0.00 0.00
0.04 0.02 -0.01
0.00 0.02 -0.01
0.01 0.01 0.00
0.06 0.03 0.01
0.01 -0.01 0.00
0.24 0.01 0.25
0.00 -0.03 0.03
-0.01 0.00 0.00
-0.02 -0.01 0.01
0.03 -0.14 0.16

***

Electronic energy, respectively: -2494.89599 -382.32611 -3158.07093 Eh.
Relative energy (zero: lowest compared OMol25 entry of this formula, charge and spin), respectively: 0.00 110.71 0.00 kcal per mole.